A 7-piece molecular cluster, C22H37N6O6 overall, computed with ωB97M-V with the def2-TZVPD basis set.

Geometry as ORCA input:
```
! wB97M-V def2-TZVPD RIJCOSX def2/J DEFGRID3
* xyz -1 1
H 9.7189 -8.4201 14.0114
H 7.8959 -0.9821 13.3560
H 14.9220 -2.6114 11.5728
C 7.7263 -2.0478 13.5224
C 13.2833 -9.8586 9.9947
H 10.2084 -0.2929 12.0715
C 12.0356 -8.5005 8.7108
H 6.8146 -9.8595 16.9968
H 5.3845 -8.8216 16.7845
N 7.5306 -8.6373 9.3700
H 4.4742 -0.5611 14.8022
H 7.6517 -2.2393 14.5954
H 13.0345 -6.0043 9.6485
C 12.4880 -9.0823 10.8040
H 14.0084 -10.5762 10.3416
C 8.7468 -7.9296 14.0861
C 14.2183 -3.3673 11.2649
N 7.9786 -8.5363 15.1533
C 5.2228 -0.5146 14.0053
H 9.3290 -9.5870 8.7563
C 6.4172 -2.3914 12.8558
H 9.0493 -7.9643 8.1393
H 12.2561 -2.7186 12.1332
C 9.6604 -0.3398 11.1453
H 7.6287 -7.8100 9.9625
O 5.9593 -8.5337 14.1287
C 8.9080 -5.7334 11.0096
C 8.5691 -1.2506 9.4322
C 12.9969 -9.4777 8.6572
O 8.9145 -4.3234 11.0280
C 6.3361 -10.6583 8.7137
H 5.4721 -10.3797 15.9764
H 7.3055 -11.1489 8.6476
O 6.3580 -3.2593 12.0009
H 8.2138 -2.0765 8.8414
C 6.6508 -8.8301 15.0742
N 9.2149 -1.5038 10.6115
H 9.4428 1.7416 10.4942
H 4.9358 0.3252 13.3647
H 12.3682 -9.1018 11.8745
O 10.0366 -6.2695 10.9325
H 11.0067 -7.6330 10.3732
C 8.5540 -8.9007 8.3963
O 7.7852 -6.2568 11.0478
C 14.4629 -4.4706 10.4004
C 6.0586 -9.5174 16.2860
C 8.5738 0.1060 9.2383
H 9.4541 -2.4151 10.9834
H 4.4266 -2.1906 12.9842
H 8.1443 -9.3104 7.4723
H 7.9642 -4.1975 11.2318
C 13.2659 -5.1091 10.1991
H 6.0237 -10.3916 7.6953
C 6.4038 -9.3784 9.5201
H 5.5563 -11.3128 9.0870
H 11.5199 -7.9609 7.9352
H 11.3333 -4.7263 10.9770
H 8.9262 -6.8630 14.2432
H 6.1717 -0.2894 14.4800
H 8.4571 -8.7646 16.0052
H 13.4029 -9.8895 7.7468
H 8.2601 -8.0170 13.1167
H 15.4125 -4.6892 9.9392
C 9.2644 0.6922 10.3307
C 12.8792 -3.3915 11.5665
N 5.2852 -1.7524 13.2725
H 8.5234 -2.6507 13.1085
N 12.3110 -4.4524 10.9202
N 11.7219 -8.2790 10.0215
O 5.4763 -9.0466 10.2408
H 8.0958 0.6104 8.4132
*
```

Computed properties:
HOMO energy   -0.2000 Eh
Orbital gap   7.92 eV

Here are the Löwdin charges for atoms 1 to 8, given in e: 0.08 0.07 0.08 0.00 -0.13 0.10 -0.17 0.06